Formula: C24H42O3PdSiTe
Source: the Open Molecules 2025 dataset
Level of theory: the ωB97M-V functional and the def2-TZVPD basis

CARTESIAN COORDINATES (ANGSTROEM)
1 Pd -0.99 -0.13 -0.19
2 C -4.65 0.63 -1.19
3 C -4.69 0.94 0.24
4 C -5.95 1.21 0.95
5 O -3.60 1.45 0.70
6 C -3.84 -1.88 0.92
7 O -4.98 -2.09 0.91
8 O -2.71 -1.65 0.93
9 H -4.86 1.59 -1.69
10 H -5.42 -0.08 -1.48
11 H -3.66 0.29 -1.52
12 H -6.26 2.20 0.60
13 H -5.84 1.23 2.03
14 H -6.73 0.50 0.69
15 H -3.72 1.79 1.61
16 C 1.98 0.07 -2.34
17 C 1.87 -1.42 -2.00
18 C 1.22 -2.09 -3.22
19 C 3.30 -1.96 -1.78
20 Si 0.85 -1.68 -0.37
21 C 0.07 -3.48 -0.26
22 C -1.08 -3.53 -1.28
23 C 1.23 -4.41 -0.61
24 C -0.44 -3.77 1.15
25 C 1.70 -1.11 1.26
26 C 2.74 -2.12 1.76
27 C 2.39 0.25 1.04
28 C 0.63 -0.87 2.35
29 H 2.57 0.18 -3.25
30 H 2.48 0.63 -1.56
31 H 1.00 0.51 -2.53
32 H 1.80 -1.81 -4.11
33 H 0.20 -1.74 -3.37
34 H 1.22 -3.17 -3.18
35 H 3.87 -1.78 -2.70
36 H 3.33 -3.02 -1.58
37 H 3.82 -1.44 -0.97
38 H -0.74 -3.41 -2.30
39 H -1.84 -2.77 -1.07
40 H -1.59 -4.50 -1.22
41 H 1.57 -4.31 -1.64
42 H 0.89 -5.44 -0.49
43 H 2.08 -4.28 0.07
44 H -1.12 -3.02 1.53
45 H 0.38 -3.90 1.86
46 H -0.99 -4.72 1.13
47 H 3.51 -2.33 1.02
48 H 2.29 -3.07 2.07
49 H 3.24 -1.70 2.64
50 H 3.25 0.17 0.37
51 H 2.77 0.62 1.99
52 H 1.70 1.00 0.64
53 H 0.16 -1.78 2.70
54 H -0.16 -0.19 2.00
55 H 1.10 -0.38 3.21
56 C 1.12 3.17 -1.17
57 Te -0.86 2.37 -1.07
58 C -0.98 3.35 0.84
59 C 0.21 4.27 0.91
60 C 0.30 5.23 1.91
61 C 1.39 6.07 1.98
62 C 2.41 5.95 1.05
63 C 2.33 5.01 0.04
64 C 1.22 4.17 -0.04
65 H 1.23 3.64 -2.14
66 H 1.84 2.37 -1.08
67 H -0.97 2.59 1.62
68 H -1.92 3.91 0.89
69 H -0.50 5.32 2.64
70 H 1.45 6.82 2.76
71 H 3.27 6.61 1.10
72 H 3.12 4.93 -0.70

Values from the calculation:
Gap between HOMO and LUMO   5.695 eV
Net charge   +2
E_tot   -50347.32589 eV

Results of the Löwdin charge analysis, in e, for atoms 1 through 2:
1 Pd 0.2039
2 C 0.0406

***

Formula: C3H5FS
Source: the Open Molecules 2025 dataset
Level of theory: the ωB97M-V functional and the def2-TZVPD basis

CARTESIAN COORDINATES (ANGSTROEM)
1 C -0.10 1.01 1.22
2 C -0.47 0.64 0.01
3 F -1.48 1.16 -0.66
4 C 0.38 -0.43 -1.07
5 S 0.81 -2.01 -0.33
6 H -0.60 1.64 1.90
7 H 0.71 0.50 1.76
8 H -0.23 -0.51 -1.89
9 H 1.24 0.06 -1.43
10 H -0.25 -2.07 0.49

Values from the calculation:
SMILES   C=C(F)CS
Gap between HOMO and LUMO   10.226 eV
E_tot   -16743.11921 eV

Results of the Löwdin charge analysis, in e, for atoms 1 through 2:
1 C 0.0460
2 C -0.3552

***

Formula: C30H44Br2N2P2Ti
Source: the Open Molecules 2025 dataset
Level of theory: the ωB97M-V functional and the def2-TZVPD basis

CARTESIAN COORDINATES (ANGSTROEM)
1 N -5.50 -1.47 3.95
2 C -4.41 -0.85 4.42
3 C -3.66 0.06 3.65
4 C -4.06 0.32 2.33
5 C -5.21 -0.35 1.84
6 C -5.88 -1.23 2.68
7 C -3.28 1.20 1.47
8 Ti 0.05 1.17 -0.48
9 P 2.17 0.46 -1.31
10 C -3.24 1.12 0.11
11 C -2.22 1.83 -0.73
12 C -2.14 1.60 -2.13
13 C -1.19 2.20 -2.94
14 C -0.13 2.87 -2.37
15 C -0.23 3.26 -1.01
16 C -1.31 2.80 -0.20
17 Br 1.16 3.86 -3.64
18 H -2.71 1.99 1.96
19 H -3.90 0.44 -0.45
20 H -2.75 0.48 4.06
21 H -5.53 -0.21 0.81
22 H -4.12 -1.09 5.45
23 H -6.77 -1.76 2.31
24 H -2.96 1.08 -2.60
25 H -1.46 3.18 0.80
26 H -1.24 2.19 -4.02
27 H 0.50 3.93 -0.58
28 P -0.48 -1.71 -0.17
29 C 2.72 1.98 -0.45
30 C 3.50 2.90 -1.39
31 H 3.33 1.67 0.41
32 H 1.86 2.52 -0.01
33 H 3.78 3.82 -0.84
34 H 4.42 2.43 -1.77
35 H 2.87 3.24 -2.24
36 C 1.94 0.40 -3.11
37 C 3.17 0.51 -3.99
38 H 1.23 1.19 -3.38
39 H 1.40 -0.54 -3.32
40 H 2.83 0.69 -5.02
41 H 3.80 1.35 -3.70
42 H 3.75 -0.42 -4.00
43 C 3.47 -0.68 -0.86
44 C 4.88 -0.18 -1.15
45 H 3.24 -1.59 -1.42
46 H 3.33 -0.90 0.21
47 H 5.56 -1.03 -0.98
48 H 5.00 0.14 -2.19
49 H 5.20 0.63 -0.49
50 C 0.41 -3.09 0.72
51 C 1.83 -3.41 0.26
52 H -0.21 -4.00 0.60
53 H 0.45 -2.88 1.80
54 H 1.99 -4.50 0.30
55 H 2.05 -3.08 -0.76
56 H 2.57 -2.96 0.94
57 C -0.28 -2.29 -1.89
58 C -1.42 -1.80 -2.78
59 H -0.23 -3.39 -1.87
60 H 0.69 -1.93 -2.26
61 H -1.40 -2.34 -3.74
62 H -2.40 -2.00 -2.32
63 H -1.34 -0.73 -3.00
64 C -2.20 -2.19 0.32
65 C -2.36 -2.81 1.71
66 H -2.61 -2.87 -0.45
67 H -2.78 -1.26 0.27
68 H -3.41 -3.13 1.85
69 H -1.73 -3.69 1.86
70 H -2.13 -2.08 2.50
71 Br 3.15 -1.50 3.08
72 C 1.91 -0.03 3.01
73 C 1.99 1.07 3.87
74 C 1.09 2.11 3.64
75 C 0.26 2.11 2.53
76 N 0.30 1.12 1.60
77 C 0.94 -0.03 2.01
78 H 2.75 1.10 4.66
79 H 1.05 2.99 4.29
80 H -0.42 2.93 2.29
81 H 0.71 -0.96 1.43

Values from the calculation:
Gap between HOMO and LUMO (spin up / spin down)   4.490 / 4.504 eV
Net charge   +4
E_tot   -216536.93134 eV

Results of the Löwdin charge analysis, in e, for atoms 1 through 2:
1 N 0.1292
2 C -0.0764

***

Formula: C3H10N2O
Source: the Open Molecules 2025 dataset
Level of theory: the ωB97M-V functional and the def2-TZVPD basis

CARTESIAN COORDINATES (ANGSTROEM)
1 C -0.92 0.59 -0.26
2 C -0.52 -0.75 0.33
3 C 0.69 -1.31 -0.42
4 N -2.10 1.07 0.22
5 N 1.78 -0.29 -0.37
6 O 0.41 1.71 0.46
7 H 0.12 2.49 -0.02
8 H 2.28 -0.36 0.51
9 H -2.72 1.52 -0.43
10 H -2.53 0.68 1.06
11 H 1.22 0.86 -0.07
12 H 2.44 -0.40 -1.13
13 H -0.28 -0.66 1.40
14 H -1.35 -1.46 0.22
15 H 0.43 -1.43 -1.47
16 H 1.04 -2.26 -0.01

Values from the calculation:
Gap between HOMO and LUMO   7.169 eV
E_tot   -8297.60090 eV

Results of the Löwdin charge analysis, in e, for atoms 1 through 2:
1 C -0.2949
2 C -0.2508

***

Formula: CH5INP
Source: the Open Molecules 2025 dataset
Level of theory: the ωB97M-V functional and the def2-TZVPD basis

CARTESIAN COORDINATES (ANGSTROEM)
1 H 3.57 1.60 0.37
2 N 2.77 1.01 0.56
3 P 2.37 0.08 -0.63
4 C 0.63 -0.39 -0.10
5 H 0.86 -1.02 0.92
6 H -0.17 -1.10 -0.63
7 H 0.16 0.51 0.37
8 I -4.40 -0.44 -0.02
9 H -5.79 -0.25 -0.83

Values from the calculation:
SMILES   [H]/N=P/C.I
Gap between HOMO and LUMO   9.026 eV
E_tot   -19995.93825 eV

Results of the Löwdin charge analysis, in e, for atoms 1 through 2:
1 H -0.0570
2 N -0.3452

***

Formula: C4H5NO
Source: the Open Molecules 2025 dataset
Level of theory: the ωB97M-V functional and the def2-TZVPD basis

CARTESIAN COORDINATES (ANGSTROEM)
1 C -0.86 0.29 -0.91
2 N -0.89 -0.69 -0.01
3 C 0.01 -0.88 1.17
4 O -0.16 -1.89 1.80
5 C 1.00 0.15 1.24
6 C 1.36 0.88 0.23
7 H -1.15 0.04 -1.93
8 H 0.88 0.58 -0.82
9 H -1.00 1.32 -0.59
10 H -1.12 -1.60 -0.37
11 H 1.93 1.80 0.18

Values from the calculation:
Gap between HOMO and LUMO (spin up / spin down)   7.657 / 7.649 eV
E_tot   -7762.12969 eV

Results of the Löwdin charge analysis, in e, for atoms 1 through 2:
1 C -0.0220
2 N 0.0423

***

Which of these has the highest E_tot?
C4H5NO